No. 1
14
Properties=species:S:1:pos:R:3:forces:R:3:mulliken_charge:R:1 method="wB97M-V/def2-TZVPD" homo_lumo_gap_ev=8.130 de_lowest_kcal_mol=159.1 lumo_ev=-0.71
O 2.7068 0.1858 -0.3462 -0.16 0.08 -0.07 -0.46
C 1.6267 0.5884 -0.6954 0.17 -0.02 0.10 -0.36
C 0.3327 0.0178 -0.2237 0.32 0.03 -0.16 0.77
C -0.6054 -0.6344 -1.2663 0.32 0.15 -0.37 -0.61
N -1.3245 -0.5500 0.7580 -0.22 -0.10 0.31 -0.55
C -0.7408 0.8312 0.5109 -0.16 0.33 -0.16 -0.49
C 0.1028 -1.0142 0.8813 0.27 -0.30 0.09 -0.43
H 1.5307 1.4455 -1.3953 0.06 -0.02 -0.01 0.32
H -1.0667 0.1644 -1.8871 0.03 0.01 0.24 0.23
H -1.5183 -1.0281 -0.2579 -0.43 0.05 0.47 0.44
H -1.3735 1.5172 -0.0533 0.06 -0.10 -0.05 0.28
H -0.4367 1.2990 1.4613 -0.14 -0.25 -0.20 0.30
H 0.5119 -0.7530 1.8611 -0.15 -0.01 -0.13 0.28
H 0.2545 -2.0694 0.6526 0.01 0.14 -0.08 0.28

=====

No. 2
210
Properties=species:S:1:pos:R:3:forces:R:3:mulliken_charge:R:1 method="wB97M-V/def2-TZVPD" homo_lumo_gap_ev=8.573 de_lowest_kcal_mol=86.3 lumo_ev=-0.25
C 2.3584 19.8755 12.2574 0.23 1.81 -0.05 -0.25
C 2.3729 21.4241 12.1704 0.00 -0.49 0.42 0.53
O 1.6777 21.9199 13.2896 -1.07 -0.48 0.54 0.72
O 2.9290 19.4736 13.4737 0.90 -0.77 -0.02 -0.67
H 2.9448 19.5592 11.3947 0.19 -0.57 0.21 0.42
H 1.3576 19.4468 12.2053 -0.33 0.29 -0.32 -0.36
H 1.9480 21.8310 11.2528 -0.06 -0.24 -0.26 -0.58
H 3.3606 21.8628 12.3120 0.58 -0.64 -0.71 0.21
H 1.8401 22.8660 13.2991 0.01 0.70 0.15 -0.56
H 2.7047 20.0794 14.1838 -0.28 0.19 -0.12 0.41
C -2.2109 30.1185 3.0913 -0.70 -1.19 -0.85 -0.19
C -2.1144 30.6661 1.6639 -0.09 -0.35 1.18 -0.73
O -0.7949 30.5124 1.2649 1.64 0.45 -0.64 -0.51
O -1.9502 28.6770 3.2073 -0.86 1.75 0.01 -0.15
H -3.2424 30.3447 3.3614 -0.05 -0.51 0.53 0.41
H -1.5482 30.6589 3.7673 0.14 0.18 -0.13 0.18
H -2.3457 31.7291 1.7325 -0.34 0.14 -0.05 0.45
H -2.7116 30.1848 0.8894 -0.75 -0.17 0.53 0.29
H -0.7013 31.1712 0.5729 0.69 -0.15 -0.29 0.30
H -1.1327 28.5126 2.7315 0.43 -0.28 -0.37 0.09
C -4.6795 22.8165 7.7254 1.59 0.42 0.19 -0.01
C -5.1442 22.7800 9.1760 1.33 0.88 -0.49 0.23
O -6.4967 23.0173 9.2673 -1.73 -0.53 0.00 -0.58
O -4.7970 24.1170 7.1619 -1.27 0.21 -0.13 -0.42
H -5.1806 22.1033 7.0709 0.06 -0.30 0.14 0.49
H -3.5929 22.7682 7.6545 0.08 -1.24 0.36 -0.38
H -4.7281 23.6579 9.6703 0.70 -0.22 0.15 -0.36
H -4.8315 21.8674 9.6834 0.13 -0.08 0.03 0.46
H -6.9088 22.1526 9.2031 -0.60 0.08 -0.01 0.38
H -5.7361 24.1789 6.9725 -0.26 0.77 -0.12 0.23
C 3.1359 24.5580 14.6624 -0.61 -0.03 -0.25 -0.07
C 4.1732 23.5681 15.0843 1.30 1.63 0.73 -0.57
O 5.4887 24.0592 14.6511 -0.72 -1.68 -0.85 -0.56
O 2.8072 24.4139 13.2740 0.20 -0.63 0.45 -0.14
H 3.4666 25.5860 14.8108 0.17 -0.07 0.30 0.44
H 2.2416 24.3822 15.2602 -0.29 0.12 0.10 0.11
H 3.8919 22.5713 14.7446 0.77 0.02 -0.68 -0.03
H 4.1482 23.4764 16.1701 0.06 0.17 0.19 0.46
H 5.9433 24.6903 15.2138 -0.69 -0.13 0.53 0.31
H 2.5892 25.2945 12.9597 -0.25 0.59 -0.63 0.08
C -0.9757 22.9344 16.5723 -0.41 0.92 -0.61 -0.52
C -0.8589 23.7031 15.2639 0.95 0.90 0.20 1.19
O -0.8703 25.0956 15.5982 -0.26 -0.20 1.08 -0.75
O -2.2370 23.2241 17.1321 -0.95 -0.82 0.50 -0.61
H -0.2223 23.2976 17.2713 0.44 -0.03 -0.13 0.42
H -0.8539 21.8610 16.4272 -0.19 0.06 -0.02 0.07
H -1.6776 23.5540 14.5599 -0.02 -0.71 -0.02 0.14
H 0.1117 23.4929 14.8145 -0.03 -0.40 -0.36 -0.59
H -0.7426 25.6424 14.8195 0.10 -0.04 -0.57 0.36
H -2.4858 24.1319 16.9430 0.37 0.23 -0.10 0.35
C -1.4882 21.8227 9.3827 -0.59 0.07 -1.15 -0.38
C -0.4297 20.7595 9.3445 1.65 -0.69 1.70 0.56
O -0.7216 19.7023 10.2743 -0.73 -0.01 -0.02 -0.63
O -1.5764 22.6990 10.5029 0.67 -0.50 -0.97 0.15
H -2.4315 21.3174 9.1756 -0.40 -0.13 0.46 0.26
H -1.3806 22.4429 8.4928 0.40 0.25 0.02 -0.21
H 0.5271 21.1218 9.7207 0.16 0.88 -0.25 -0.58
H -0.1665 20.2644 8.4098 -0.80 0.68 -0.68 0.45
H 0.0170 19.0961 10.1821 -0.04 -0.27 0.27 0.36
H -2.0206 22.2597 11.2319 -0.42 -0.32 0.65 -0.36
C 0.1238 25.8727 8.5184 -0.35 -0.82 -0.07 0.10
C 0.5876 25.1457 9.8103 -0.09 0.29 -2.44 0.41
O -0.4924 25.1617 10.6926 0.52 1.09 0.86 0.67
O 1.1548 26.0136 7.5829 1.62 -0.28 0.74 1.95
H -0.3186 26.8464 8.7292 -0.26 -0.01 0.31 0.11
H -0.5996 25.1961 8.0635 -0.74 0.23 0.09 -0.25
H 1.5280 25.6159 10.0976 -0.21 0.00 0.95 -0.91
H 0.7937 24.1156 9.5197 0.40 -0.15 0.06 -0.14
H -0.9447 24.3178 10.6227 -0.27 -0.67 0.13 0.05
H 0.8353 26.2524 6.7097 -0.52 0.20 -0.31 -1.03
C -0.7529 31.8180 11.2058 -0.76 -1.61 -0.10 -0.76
C -1.2286 31.1926 9.8822 -0.29 0.65 -0.64 0.40
O -2.5029 30.5665 9.9462 -0.10 0.61 1.43 -0.53
O -0.8615 30.7854 12.2007 0.63 0.74 0.12 -0.44
H -1.3019 32.6985 11.5396 -0.41 0.01 -0.32 0.33
H 0.2747 32.1610 11.0853 0.17 -0.43 0.12 0.33
H -0.5403 30.4300 9.5179 0.56 0.18 0.18 -0.31
H -1.2573 32.0311 9.1864 0.07 0.03 -0.51 0.41
H -2.8556 30.3337 9.0842 0.29 -0.13 -0.41 0.30
H -1.8062 30.7051 12.3517 -0.13 -0.26 0.04 0.30
C 0.8147 23.4726 5.3962 1.11 -1.95 0.66 1.38
C -0.5872 22.9075 5.2104 0.60 0.32 0.16 -0.24
O -0.7407 21.6439 5.8575 0.39 0.31 0.24 -0.50
O 1.9003 22.6340 4.9211 -0.67 0.25 -0.76 -0.72
H 1.0991 23.5025 6.4480 -0.90 0.75 0.37 -0.17
H 0.9300 24.4576 4.9439 -0.09 -0.09 -0.05 -0.90
H -0.8648 22.7701 4.1653 0.08 0.44 -0.15 0.51
H -1.1675 23.6867 5.7046 -0.73 -0.01 -0.14 0.04
H -1.6145 21.3156 5.6330 -0.01 -0.12 0.00 0.27
H 1.7534 21.7086 5.1299 -0.29 -0.05 0.11 0.30
C 5.6969 26.8198 6.2936 -0.92 0.30 0.47 -0.56
C 4.2096 26.4378 6.4776 -0.07 -1.51 -0.07 0.02
O 3.8656 26.2653 7.8669 1.11 0.90 0.04 1.15
O 5.8063 28.2268 6.2315 0.71 -0.16 -0.45 -0.64
H 6.1240 26.3886 5.3882 -0.28 0.07 -0.20 0.43
H 6.3042 26.4490 7.1193 -0.20 -0.29 0.27 0.13
H 3.9653 25.5058 5.9679 0.39 -0.40 -0.05 0.28
H 3.5433 27.1324 5.9661 0.14 0.68 0.24 -0.23
H 2.9841 25.9074 7.9951 -0.52 -0.22 -0.65 -0.61
H 5.0965 28.5956 6.7623 -0.15 0.34 -0.04 0.33
C -4.5283 22.2873 12.7783 0.18 0.73 1.10 -0.33
C -4.8222 22.2039 14.3144 -0.28 -1.66 -1.21 -0.10
O -5.3548 20.8814 14.5014 -0.21 -0.47 -0.15 -0.60
O -3.2844 21.6273 12.4599 -0.51 0.33 -0.20 -0.02
H -4.4723 23.3291 12.4627 0.49 0.13 0.18 -0.04
H -5.3431 21.8935 12.1707 -0.17 -0.43 0.34 0.40
H -5.6084 22.8730 14.6638 0.48 0.67 -0.19 0.41
H -3.9043 22.1848 14.9020 0.15 1.05 -0.18 -0.05
H -5.2834 20.6667 15.4343 -0.02 -0.10 0.05 0.32
H -3.4862 20.7108 12.2577 0.04 -0.21 0.20 0.13
C 3.0540 29.5000 9.5771 0.03 0.44 -1.13 -0.04
C 4.0610 30.0893 8.5880 -0.04 0.62 1.96 -0.87
O 3.8682 29.7281 7.2626 0.25 -0.63 -0.16 -0.58
O 3.2239 28.1109 9.8223 -0.26 1.11 0.60 -0.25
H 2.0966 29.6787 9.0878 -0.61 -0.02 0.24 -0.14
H 3.0873 30.1335 10.4634 0.06 -0.59 0.40 0.49
H 5.0502 29.8439 8.9745 0.27 -0.35 -0.67 0.39
H 3.9835 31.1688 8.7174 -0.07 0.35 -0.17 0.49
H 2.9979 30.0106 6.9718 -0.16 0.36 -0.26 0.21
H 3.1973 27.7214 8.9453 0.34 -0.83 -0.47 0.01
C 6.1258 24.6411 9.9294 -0.94 0.50 0.82 -0.64
C 5.1561 23.9390 10.9142 1.95 -1.25 0.22 -0.33
O 3.8359 23.8356 10.5112 -1.82 1.30 -0.70 1.16
O 5.9765 26.0639 9.9245 0.16 -0.47 0.05 -0.66
H 5.9466 24.1853 8.9557 0.03 0.14 -0.32 0.12
H 7.1733 24.5019 10.1970 -0.14 -0.42 0.19 0.52
H 5.1729 24.2987 11.9429 0.50 0.42 -0.07 0.09
H 5.3965 22.8771 10.9664 1.27 -0.20 0.16 0.36
H 3.3781 24.2150 11.2649 -0.69 -0.01 -0.13 -0.68
H 5.1126 26.2773 9.5642 -0.24 0.02 -0.27 0.03
C 0.6994 29.2796 6.3367 0.98 -0.24 -1.35 1.38
C 0.8296 28.3702 5.1019 -0.60 -0.48 -0.33 -0.32
O 0.2027 27.0970 5.3648 0.20 0.32 0.01 -0.38
O 1.3775 30.5483 6.0284 -0.68 -1.29 0.95 -0.72
H 1.2425 28.7580 7.1248 0.15 0.42 0.24 -1.24
H -0.3421 29.3326 6.6538 0.00 0.55 -0.08 -0.13
H 1.8569 28.1525 4.8097 0.23 0.28 0.42 0.44
H 0.3698 28.8031 4.2135 -0.15 0.27 0.16 0.07
H -0.5363 26.9444 4.7713 -0.13 0.19 -0.12 0.01
H 0.8173 31.0927 5.4703 -0.10 -0.03 -0.03 0.37
C 3.0794 24.9851 2.5007 -0.07 -1.00 0.73 0.30
C 3.3932 24.6078 1.0555 0.54 -0.57 0.33 -0.83
O 2.5195 23.5817 0.5206 0.16 0.84 0.57 -0.57
O 3.4999 24.0154 3.4636 0.42 0.29 -0.90 -0.49
H 2.0024 25.0582 2.6518 -0.20 0.79 -0.31 -0.07
H 3.6466 25.8528 2.8375 -0.34 0.63 -0.68 0.28
H 4.4090 24.2150 1.1000 0.15 -0.21 -0.14 0.44
H 3.4641 25.4874 0.4158 -0.44 0.15 -0.08 0.38
H 2.3402 23.7822 -0.4010 0.08 -0.01 -0.01 0.31
H 2.7191 23.5526 3.7761 0.17 -0.64 0.17 0.32
C 4.2544 21.4263 8.2132 -0.75 1.03 2.36 0.69
C 3.4877 20.1989 7.9451 0.01 -1.94 -3.25 -0.53
O 3.7203 19.0528 8.7102 0.35 -0.53 2.53 -0.60
O 5.6455 21.3173 8.1778 0.57 -0.66 -0.71 -0.59
H 4.0207 21.6081 9.2622 -0.38 0.78 0.32 -0.31
H 3.9318 22.2998 7.6466 -0.01 -0.25 -0.23 0.14
H 3.8218 19.7590 7.0054 -0.44 1.02 -1.26 0.48
H 2.4023 20.2891 7.9034 0.04 0.65 0.11 0.06
H 4.5598 18.6648 8.4528 -0.01 -0.03 0.02 0.33
H 5.8280 20.6475 8.8409 0.55 0.01 0.13 0.37
C -1.1391 19.7307 14.2273 0.62 0.90 -0.74 0.74
C -1.1137 18.2255 14.0556 -0.75 0.17 1.09 -0.59
O -0.9473 17.5560 15.3344 0.28 0.33 -1.46 -0.58
O 0.0732 20.2222 14.8212 -0.71 -0.93 0.85 -0.63
H -2.0000 20.1336 14.7607 0.03 -0.43 0.64 0.25
H -1.2885 20.1742 13.2429 0.30 0.01 -0.38 -0.43
H -0.3701 17.9921 13.2936 0.43 -0.36 0.29 0.19
H -2.0688 17.8763 13.6632 -0.12 0.08 0.01 0.37
H -0.0321 17.7471 15.5525 0.17 0.01 0.43 0.36
H 0.6519 20.7322 14.2498 -0.34 0.37 -0.69 0.13
C 0.4570 27.1336 -0.4859 -1.84 -0.50 1.83 -0.47
C -0.0793 26.4760 0.8562 1.11 0.65 -0.78 -0.46
O 0.2675 27.2964 2.0018 -0.11 -0.24 -0.59 -0.54
O -0.0507 28.4291 -0.5453 -0.05 0.74 -1.09 -0.52
H -0.0267 26.5958 -1.3013 0.32 -0.17 -0.14 0.41
H 1.5415 27.0860 -0.5854 0.21 -0.06 0.15 0.23
H 0.3849 25.4938 0.9450 -0.23 -0.23 0.21 0.32
H -1.1684 26.4361 0.8733 0.13 -0.14 -0.25 0.28
H 1.1798 27.5599 1.8603 0.31 0.07 0.31 0.28
H 0.0178 28.9276 0.2723 0.04 -0.12 0.43 0.38
C -4.5444 26.9862 11.7612 0.76 -1.05 -2.45 -1.02
C -3.7927 26.4606 10.4672 1.77 2.09 2.83 1.13
O -4.5716 26.4898 9.3716 -2.46 -0.74 -2.28 -0.69
O -5.1225 25.8511 12.4017 0.28 0.52 0.87 -0.54
H -5.2864 27.7314 11.4746 -0.22 -0.08 -0.13 0.39
H -3.7794 27.5435 12.3017 -0.20 -0.71 0.93 0.32
H -3.2814 25.5298 10.7125 -0.37 -0.40 -0.04 -0.15
H -2.9887 27.1616 10.2427 0.61 0.26 0.53 -0.05
H -4.3351 25.7911 8.7572 -0.03 -0.08 -0.18 0.27
H -5.8906 25.5626 11.9032 -0.06 0.21 -0.18 0.32
C 1.7447 27.7060 13.1444 -0.74 0.47 -0.95 -0.65
C 0.1872 27.6582 12.8395 1.50 -0.28 2.10 -0.25
O -0.2160 26.3318 13.1717 -0.24 0.61 -0.42 -0.10
O 2.4301 26.8914 12.2022 -0.19 -0.26 0.22 -0.35
H 2.1005 27.2858 14.0851 -0.98 0.21 0.42 0.21
H 2.1296 28.7238 13.0815 -0.06 0.25 0.01 0.41
H -0.0439 27.9744 11.8223 0.19 -0.33 -0.24 0.08
H -0.3896 28.3187 13.4869 0.28 0.20 0.11 0.49
H -0.0877 25.8417 12.3562 -0.30 -0.79 -0.38 0.03
H 2.4745 27.3629 11.3671 0.41 0.06 -0.68 0.01
C -3.1249 28.6095 6.1634 -0.44 -2.18 1.12 0.93
C -3.8152 27.2113 5.8792 0.53 1.19 -0.71 -0.81
O -3.0966 26.2806 6.6301 0.95 -0.25 0.66 0.13
O -3.2084 28.8641 7.6068 -0.14 0.91 -1.64 -0.45
H -3.5016 29.3895 5.5018 -0.39 0.21 0.64 0.17
H -2.0660 28.4837 5.9378 -0.04 -0.11 -0.22 -0.91
H -3.7394 26.9601 4.8213 0.18 0.29 -0.33 0.47
H -4.8808 27.1562 6.1018 -0.15 0.51 0.40 0.34
H -3.5401 25.4301 6.6706 -0.40 -0.16 -0.11 -0.04
H -3.4191 28.0232 8.0192 -0.11 -0.36 0.23 0.13

=====

What did the first record say?
14
Properties=species:S:1:pos:R:3:forces:R:3:mulliken_charge:R:1 method="wB97M-V/def2-TZVPD" homo_lumo_gap_ev=8.130 de_lowest_kcal_mol=159.1 lumo_ev=-0.71
O 2.7068 0.1858 -0.3462 -0.16 0.08 -0.07 -0.46
C 1.6267 0.5884 -0.6954 0.17 -0.02 0.10 -0.36
C 0.3327 0.0178 -0.2237 0.32 0.03 -0.16 0.77
C -0.6054 -0.6344 -1.2663 0.32 0.15 -0.37 -0.61
N -1.3245 -0.5500 0.7580 -0.22 -0.10 0.31 -0.55
C -0.7408 0.8312 0.5109 -0.16 0.33 -0.16 -0.49
C 0.1028 -1.0142 0.8813 0.27 -0.30 0.09 -0.43
H 1.5307 1.4455 -1.3953 0.06 -0.02 -0.01 0.32
H -1.0667 0.1644 -1.8871 0.03 0.01 0.24 0.23
H -1.5183 -1.0281 -0.2579 -0.43 0.05 0.47 0.44
H -1.3735 1.5172 -0.0533 0.06 -0.10 -0.05 0.28
H -0.4367 1.2990 1.4613 -0.14 -0.25 -0.20 0.30
H 0.5119 -0.7530 1.8611 -0.15 -0.01 -0.13 0.28
H 0.2545 -2.0694 0.6526 0.01 0.14 -0.08 0.28